i:
Below is a single C4H8O2S2 molecule, with properties calculated with ωB97M-V/def2-TZVPD.

```
16
Properties=species:S:1:pos:R:3:nbo_charge:R:1
C 0.565 -0.508 -0.821 -0.5655
C 1.392 0.346 -1.733 0.7877
O 0.650 1.192 -2.468 -0.6773
O 2.557 0.551 -1.529 -0.5849
C -0.909 -0.630 -1.086 -0.5041
S -1.962 0.327 0.143 0.0376
S -0.845 1.202 1.588 0.1204
C -0.595 0.045 2.921 -0.7738
H 1.001 -1.490 -0.973 0.2517
H 0.938 -0.470 0.203 0.2704
H 1.313 1.604 -3.046 0.4967
H -1.241 -0.157 -2.000 0.2452
H -1.309 -1.635 -1.005 0.2227
H -1.465 -0.353 3.438 0.2266
H 0.096 -0.762 2.697 0.2149
H -0.188 0.737 3.670 0.2316
```

The SMILES is CSSCCC(=O)O. The calculation puts the HOMO-LUMO gap at 9.55 eV. The spin multiplicity is 1. The value obtained for the molecular weight is 152.2 g mol⁻¹. The value obtained for the lowest unoccupied orbital energy is 0.6 eV. The calculation puts the highest occupied orbital energy at -8.92 eV.

ii:
Below is a single C4H8O2S2 molecule, with properties calculated with ωB97M-V/def2-TZVPD.

```
16
Properties=species:S:1:pos:R:3:nbo_charge:R:1
C -1.536 -0.930 -0.118 -0.5548
C -0.070 -0.701 0.161 0.3652
C 0.850 0.569 -1.618 -0.1876
C 1.394 0.936 0.970 -0.1903
H -2.269 0.021 1.927 0.1290
H -1.643 -1.849 -0.704 0.2413
H -1.925 -0.097 -0.710 0.2233
H 0.361 -1.522 0.764 0.1671
H -0.113 1.083 -1.686 0.1806
H 1.251 0.449 -2.589 0.2123
H 1.414 1.725 1.696 0.2109
H 2.053 0.081 1.336 0.1835
O 0.683 -0.711 -1.041 -0.5361
O 0.059 0.516 0.849 -0.5382
S -2.526 -1.153 1.388 -0.0287
S 2.017 1.583 -0.626 0.1227
```

The SMILES is SCC1OCSCO1. The calculation puts the HOMO-LUMO gap at 9.78 eV. The spin multiplicity is 1. The value obtained for the molecular weight is 152.2 g mol⁻¹. The value obtained for the lowest unoccupied orbital energy is 0.8 eV. The calculation puts the highest occupied orbital energy at -8.98 eV.

i wins, 0.709 eV ahead of the next structure.

i:
Below is a single C4H7NO4 molecule, with properties calculated with ωB97M-V/def2-TZVPD.

```
16
Properties=species:S:1:pos:R:3:nbo_charge:R:1
C 0.626 0.655 0.563 -0.1537
C 1.348 -0.718 0.187 0.8020
C -0.719 0.091 0.885 -0.5343
C -1.416 -0.491 -0.326 0.8177
H 0.798 2.484 -0.423 0.3699
H 0.799 1.134 -1.297 0.3758
H 0.999 1.226 1.459 0.2302
H -1.420 0.912 1.125 0.2380
H -0.621 -0.521 1.820 0.2639
H -3.153 -1.083 -0.870 0.4959
H 2.661 -1.433 -1.034 0.4965
N 0.441 1.571 -0.549 -0.8350
O 1.149 -1.732 0.792 -0.5802
O -0.893 -0.889 -1.324 -0.5931
O -2.757 -0.573 -0.064 -0.6875
O 2.157 -0.634 -0.945 -0.7062
```

The SMILES is N[C@@H](CC(=O)O)C(=O)O. The calculation puts the HOMO-LUMO gap at 10.26 eV. The spin multiplicity is 1. The value obtained for the molecular weight is 133.1 g mol⁻¹. The value obtained for the lowest unoccupied orbital energy is 0.7 eV. The calculation puts the highest occupied orbital energy at -9.52 eV.

ii:
Below is a single C4H7NO4 molecule, with properties calculated with ωB97M-V/def2-TZVPD.

```
16
Properties=species:S:1:pos:R:3:nbo_charge:R:1
C -0.620 0.027 -0.873 -0.1553
C -1.176 -1.334 -0.498 0.7756
C 0.919 0.288 -0.564 -0.5600
C 1.329 0.415 0.860 0.8081
H -2.461 0.934 -0.568 0.3828
H -1.615 0.972 0.704 0.3696
H -0.773 -0.108 -1.943 0.2411
H 1.411 -0.586 -1.052 0.2799
H 1.497 1.074 -1.246 0.2730
H 2.935 0.993 1.759 0.5177
H -0.420 -1.035 1.399 0.5204
N -1.485 0.966 -0.298 -0.8371
O -1.762 -1.998 -1.351 -0.5881
O 0.993 -0.367 1.928 -0.6545
O 2.324 1.354 0.904 -0.6472
O -1.096 -1.595 0.837 -0.7260
```

The SMILES is N[C@@H](CC(=O)O)C(=O)O. The calculation puts the HOMO-LUMO gap at 9.14 eV. The spin multiplicity is 1. The value obtained for the molecular weight is 133.1 g mol⁻¹. The value obtained for the lowest unoccupied orbital energy is -0.2 eV. The calculation puts the highest occupied orbital energy at -9.37 eV.

i wins, 1.442 eV ahead of the next structure.

i:
Below is a molecular structure, C4H7NO4, with properties calculated with ωB97M-V/def2-TZVPD.

```
16
Properties=species:S:1:pos:R:3:nbo_charge:R:1
C -0.458 0.440 -0.237 0.2162
C -0.135 -0.653 -1.279 -0.6804
C 1.753 -0.315 1.267 -0.7216
C 0.989 0.709 0.518 0.5817
N -2.119 -0.317 0.283 0.5445
O -0.899 1.520 -0.917 -0.6479
O -2.938 0.508 0.227 -0.3115
O -2.110 -1.499 0.510 -0.3867
O 1.199 1.896 0.431 -0.5310
H 0.796 -0.576 -1.958 0.2278
H -1.034 -0.833 -2.036 0.2314
H -0.157 -1.564 -0.860 0.2208
H 1.217 -1.219 1.128 0.2412
H 1.678 -0.038 2.304 0.2619
H 2.888 -0.240 0.875 0.2625
H -0.671 2.182 -0.257 0.4912
```

The calculation puts the HOMO-LUMO gap at 9.52 eV. The spin multiplicity is 1. The value obtained for the molecular weight is 133.1 g mol⁻¹. The value obtained for the lowest unoccupied orbital energy is -0.1 eV. The calculation puts the highest occupied orbital energy at -9.60 eV.

ii:
Below is a single C4H7NO4 molecule, with properties calculated with ωB97M-V/def2-TZVPD.

```
16
Properties=species:S:1:pos:R:3:nbo_charge:R:1
C -1.468 -0.056 -1.804 -0.6322
C -1.213 -0.127 0.747 0.6249
C 0.823 -0.159 -0.402 0.8142
C -0.834 -0.070 -0.462 -0.1776
N 1.677 -0.026 2.074 -0.5073
O 0.693 -0.525 1.183 -0.4671
O -1.885 0.061 1.825 -0.5936
O 1.261 1.183 -0.475 -0.7594
O 1.357 -1.006 -1.110 -0.7204
H -1.891 -0.753 2.363 0.5167
H 1.968 1.164 -1.136 0.4935
H 1.780 0.963 1.848 0.3442
H 2.538 -0.499 1.800 0.3475
H -1.033 -0.867 -2.391 0.2555
H -2.551 -0.166 -1.753 0.2212
H -1.222 0.883 -2.305 0.2401
```

The calculation puts the HOMO-LUMO gap at 9.21 eV. The spin multiplicity is 1. The value obtained for the molecular weight is 133.1 g mol⁻¹. The value obtained for the lowest unoccupied orbital energy is 0.2 eV. The calculation puts the highest occupied orbital energy at -9.00 eV.

ii wins, 0.206 eV ahead of the next structure.

i:
Below is a single C6H6N2 molecule, with properties calculated with ωB97M-V/def2-TZVPD.

```
14
Properties=species:S:1:pos:R:3:nbo_charge:R:1
C 2.452 -0.848 -0.019 -0.2964
C 1.784 0.391 -0.076 -0.2781
C 0.335 0.371 -0.169 0.2092
C -1.650 -0.506 0.037 0.3240
C -1.876 0.903 -0.029 -0.2029
C -0.621 1.539 -0.081 -0.2276
H 3.520 -1.119 0.355 0.2120
H 1.837 -1.824 -0.058 0.2287
H 2.259 1.344 -0.039 0.2127
H -2.036 -2.167 0.154 0.3456
H -2.776 1.531 0.226 0.2394
H -0.504 2.538 -0.004 0.2172
N -0.172 -0.824 -0.202 -0.4607
N -2.551 -1.330 -0.095 -0.5231
```

The SMILES is [H]/N=C1/C=CC(C=C)=N1. The calculation puts the HOMO-LUMO gap at 8.26 eV. The spin multiplicity is 1. The value obtained for the molecular weight is 106.1 g mol⁻¹. The value obtained for the lowest unoccupied orbital energy is -1.0 eV. The calculation puts the highest occupied orbital energy at -9.23 eV.

ii:
Below is a single C6H6N2 molecule, with properties calculated with ωB97M-V/def2-TZVPD.

```
14
Properties=species:S:1:pos:R:3:nbo_charge:R:1
C -1.422 -1.284 0.232 -0.5422
C -2.145 -0.034 0.300 0.1383
C -0.574 1.482 -0.590 -0.1328
C 0.598 1.240 -0.061 0.0402
C -0.186 -1.471 -0.162 0.5158
C 1.767 1.090 0.475 -0.4587
N -1.805 1.121 -0.095 -0.4292
N 0.969 -1.801 -0.290 -0.6281
H -1.984 -2.167 0.495 0.2593
H -3.151 -0.110 0.700 0.1842
H -0.649 2.148 -1.445 0.2193
H 2.419 0.278 0.187 0.2183
H 2.143 1.754 1.238 0.2179
H 1.448 -1.940 -1.165 0.3978
```

The calculation puts the HOMO-LUMO gap at 8.99 eV. The spin multiplicity is 1. The value obtained for the molecular weight is 106.1 g mol⁻¹. The value obtained for the lowest unoccupied orbital energy is 0.7 eV. The calculation puts the highest occupied orbital energy at -8.31 eV.

iii:
Below is a molecular structure, C6H6N2, with properties calculated with ωB97M-V/def2-TZVPD.

```
14
Properties=species:S:1:pos:R:3:nbo_charge:R:1
C -2.912 0.386 0.023 -0.2094
C -1.715 0.155 0.099 0.0549
C -0.328 0.092 0.075 -0.1637
C 0.540 -0.869 1.042 -0.3256
C 1.318 -1.271 -0.215 -0.2631
C 0.569 1.276 -0.005 0.2783
H -4.016 0.297 -0.235 0.2620
H 1.072 -0.686 1.850 0.2138
H -0.060 -1.644 1.383 0.2194
H 1.525 -2.318 -0.712 0.2294
H 2.065 -0.382 -0.373 0.2135
H 0.135 -0.248 -1.682 0.3604
N 0.107 -0.833 -0.893 -0.5327
N 1.956 1.742 -0.013 -0.3372
```

The calculation puts the HOMO-LUMO gap at 9.70 eV. The spin multiplicity is 1. The value obtained for the molecular weight is 106.1 g mol⁻¹. The value obtained for the lowest unoccupied orbital energy is -0.3 eV. The calculation puts the highest occupied orbital energy at -9.99 eV.

iv:
Below is a single C6H6N2 molecule, with properties calculated with ωB97M-V/def2-TZVPD.

```
14
Properties=species:S:1:pos:R:3:nbo_charge:R:1
C -0.451 1.743 -0.380 -0.3493
C 0.533 -0.149 1.576 -0.1982
C -0.819 1.298 -1.617 0.0387
C 0.112 0.613 0.185 -0.0649
C -0.063 -0.514 -0.714 0.2899
C 0.411 -1.578 1.133 -0.3324
N 0.248 -1.693 -0.289 -0.4310
N -0.676 -0.023 -1.767 -0.5391
H -0.589 2.812 -0.082 0.2409
H 0.916 0.236 2.539 0.2252
H -1.229 1.773 -2.415 0.1978
H 1.215 -2.271 1.463 0.2273
H -0.552 -2.112 1.341 0.2771
H -0.740 -0.421 -2.746 0.4178
```

The SMILES is C1=c2cc[nH]c2=NC1. The calculation puts the HOMO-LUMO gap (spin up / spin down) at 7.47 / 7.56 eV. The spin multiplicity is 1. The value obtained for the molecular weight is 106.1 g mol⁻¹. The value obtained for the lowest unoccupied orbital energy (spin up / spin down) is 0.2 / 0.0 eV. The calculation puts the highest occupied orbital energy (spin up / spin down) at -7.31 / -7.52 eV.

iv wins, 0.105 eV ahead of the next structure.